No. 1
The following is a DFT calculation (ωB97M-V/def2-TZVPD) of 2 unconnected molecules or ions with the total composition C5H13NO3.

The geometry in XYZ format:
```
22
Properties=species:S:1:pos:R:3:nbo_charge:R:1
C -1.502 -1.206 0.942 -0.419
N -0.257 -1.592 0.287 -0.621
C 0.764 -0.558 0.154 -0.066
C 0.433 0.571 -0.845 -0.544
C 1.668 1.397 -1.140 0.462
O 2.685 0.904 -1.562 -0.550
C 1.095 0.009 1.528 -0.073
O 2.089 1.023 1.468 -0.717
H -2.243 -1.980 0.767 0.215
H -1.923 -0.252 0.599 0.150
H -1.334 -1.135 2.012 0.196
H -0.428 -2.018 -0.620 0.363
H 1.656 -1.053 -0.237 0.211
H -0.364 1.231 -0.495 0.202
H 0.110 0.128 -1.791 0.238
H 1.619 2.481 -0.963 0.119
H 1.386 -0.800 2.204 0.181
H 0.231 0.502 1.974 0.177
H 2.933 0.635 1.215 0.475
H -3.178 1.265 -2.055 0.470
H -2.372 0.138 -1.401 0.465
O -3.068 0.307 -2.042 -0.934
```

## Properties
HOMO energy = -0.3363 Eh
molecular weight = 135.16 u
structure (SMILES) = CN[C@H](CO)CC=O.O
orbital gap = 9.80 eV
E_tot = -478.75206 Ha
relative energy (zero: lowest compared OMol25 entry of this formula, charge and spin) = 166.3 kJ/mol
max |F| = 0.37 eV Å⁻¹


No. 2
The following is a DFT calculation (ωB97M-V/def2-TZVPD) of 2 unconnected molecules or ions with the total composition C5H13NO3S.

The geometry in XYZ format:
```
23
Properties=species:S:1:pos:R:3:nbo_charge:R:1
C 0.268 -1.650 -0.846 -0.652
C -1.945 -0.440 -1.562 -0.694
C 1.879 1.283 1.699 -0.424
C -0.333 0.274 1.266 -0.013
C -0.568 -0.370 -0.927 -0.388
N 0.446 1.365 1.430 -0.567
O 0.253 0.741 -3.251 -0.952
O -0.789 2.261 -1.478 -0.886
O 1.478 1.329 -1.163 -0.955
S 0.259 0.960 -1.775 2.277
H -0.477 -2.422 -0.558 0.221
H 1.058 -1.399 -0.227 0.215
H 0.574 -1.909 -1.898 0.210
H -2.303 0.633 -1.394 0.241
H -2.460 -1.205 -0.833 0.216
H -1.801 -0.706 -2.670 0.239
H 2.130 0.634 2.485 0.194
H 2.448 0.941 0.758 0.220
H 2.163 2.326 1.862 0.209
H 0.145 -0.515 1.603 0.182
H -1.328 0.480 1.210 0.203
H 0.249 2.315 1.003 0.413
H -0.754 2.561 -2.365 0.490
```

## Properties
HOMO energy = -0.2801 Eh
molecular weight = 167.23 u
orbital gap = 8.31 eV
E_tot = -876.82468 Ha
relative energy (zero: lowest compared OMol25 entry of this formula, charge and spin) = 338.5 kJ/mol
max |F| = 6.18 eV Å⁻¹


No. 3
The following is a DFT calculation (ωB97M-V/def2-TZVPD) of 2 unconnected molecules or ions with the total composition C5H13NO6S.

The geometry in XYZ format:
```
26
Properties=species:S:1:pos:R:3:nbo_charge:R:1
C 0.684 2.724 -0.157 -0.581
C -3.216 -0.956 0.177 -0.612
C 1.796 1.769 -0.447 0.020
C 1.258 0.444 -0.857 -0.334
C -1.678 -1.130 0.003 0.568
N -1.123 0.215 0.249 -0.484
O 3.237 -0.896 -0.100 -0.933
O 1.243 -1.082 1.322 -0.918
O 1.250 -2.188 -0.771 -0.967
O 2.611 1.589 0.661 -0.768
O -1.470 -1.666 -1.212 -0.723
O -1.105 -1.917 0.963 -0.757
S 1.825 -1.063 -0.116 2.388
H 1.227 3.665 0.194 0.223
H 0.026 2.416 0.563 0.218
H 0.271 3.031 -1.240 0.215
H -3.341 -0.045 0.884 0.219
H -3.682 -0.699 -0.720 0.234
H -3.612 -1.812 0.542 0.200
H 2.310 2.164 -1.345 0.181
H 0.907 0.334 -1.882 0.225
H -0.789 0.204 1.155 0.304
H 0.221 -1.250 1.310 0.529
H 3.258 0.870 0.852 0.528
H -0.483 -1.963 -1.180 0.508
H -1.627 -2.757 1.151 0.517
```

## Properties
HOMO energy (alpha / beta) = -0.3866 / -0.3301 Eh
molecular weight = 215.23 u
orbital gap (alpha / beta) = 9.88 / 8.00 eV
E_tot = -1102.51701 Ha
relative energy (zero: lowest compared OMol25 entry of this formula, charge and spin) = 521.8 kJ/mol
max |F| = 5.64 eV Å⁻¹


No. 4
The following is a DFT calculation (ωB97M-V/def2-TZVPD) of a molecular structure, C5H13NP.

The geometry in XYZ format:
```
20
Properties=species:S:1:pos:R:3:nbo_charge:R:1
C -2.468 2.210 -1.261 -0.715
C -0.106 -0.563 1.714 -0.433
C 1.950 -0.241 0.441 -0.424
C 0.265 -1.722 -0.470 -0.401
C -0.237 0.788 -0.625 -0.453
N 0.559 -0.539 0.372 -0.217
P -2.215 0.724 -0.477 0.642
H -3.396 2.497 -1.469 0.216
H -1.568 2.787 -1.736 0.236
H -0.916 -1.254 1.590 0.232
H 0.532 -1.111 2.550 0.247
H -0.329 0.438 2.050 0.240
H 2.416 -0.124 -0.553 0.231
H 2.135 0.625 1.029 0.233
H 2.400 -1.084 0.888 0.226
H 0.928 -1.428 -1.266 0.219
H 0.493 -2.678 -0.029 0.236
H -0.770 -1.657 -0.721 0.222
H 0.329 1.657 -0.308 0.222
H -0.003 0.675 -1.718 0.238
```

## Properties
HOMO energy = -0.5008 Eh
molecular weight = 118.14 u
orbital gap = 9.77 eV
E_tot = -594.04740 Ha
relative energy (zero: lowest compared OMol25 entry of this formula, charge and spin) = 267.3 kJ/mol
charge = +1
max |F| = 6.38 eV Å⁻¹


No. 5
The following is a DFT calculation (ωB97M-V/def2-TZVPD) of 2 unconnected molecules or ions with the total composition C5H13NP.

The geometry in XYZ format:
```
20
Properties=species:S:1:pos:R:3:nbo_charge:R:1
C -2.698 0.520 0.040 -0.351
C -1.670 0.174 1.030 -0.489
C -1.219 0.676 -0.352 -0.346
C -0.558 -0.240 -1.241 -0.188
C 1.764 0.210 -0.295 -0.427
N 1.338 -0.072 1.062 -0.793
P 3.276 -0.523 -1.033 0.335
H -3.209 -0.249 -0.532 0.235
H -3.284 1.417 -0.020 0.253
H -1.687 0.725 1.953 0.256
H -1.569 -0.883 1.245 0.234
H -0.938 1.693 -0.457 0.249
H -0.614 -1.352 -1.015 0.212
H -0.438 0.036 -2.264 0.225
H 1.605 1.338 -0.480 0.228
H 0.252 0.306 1.120 0.486
H 1.164 -1.153 1.291 0.443
H 1.968 0.315 1.818 0.439
H 2.713 -1.602 -1.829 0.016
H 3.803 -1.335 -0.042 -0.016
```

## Properties
HOMO energy (alpha / beta) = -0.4452 / -0.4546 Eh
molecular weight = 118.14 u
orbital gap (alpha / beta) = 7.51 / 8.14 eV
E_tot = -593.97588 Ha
relative energy (zero: lowest compared OMol25 entry of this formula, charge and spin) = 455.0 kJ/mol
charge = +1
max |F| = 3.86 eV Å⁻¹


No. 6
The following is a DFT calculation (ωB97M-V/def2-TZVPD) of 2 unconnected molecules or ions with the total composition C5H13NP.

The geometry in XYZ format:
```
20
Properties=species:S:1:pos:R:3:nbo_charge:R:1
C 2.437 -0.773 -0.668 -0.571
C -1.126 -1.084 0.865 -0.432
C -0.374 -0.367 -1.320 -0.401
C -1.769 1.162 0.058 -0.382
C 1.367 1.005 1.097 -0.619
N -0.821 -0.035 -0.078 -0.272
P 1.964 -0.588 1.063 0.710
H 3.024 -1.660 -0.731 0.249
H 2.456 0.192 -1.147 0.236
H -1.546 -0.574 1.745 0.225
H -1.932 -1.759 0.465 0.221
H -0.235 -1.672 1.100 0.220
H 0.603 -0.829 -1.246 0.219
H -1.019 -1.089 -1.726 0.235
H -0.260 0.575 -2.041 0.233
H -2.288 0.963 0.945 0.218
H -1.104 2.022 0.187 0.217
H -2.288 1.150 -0.873 0.219
H 1.583 1.769 0.286 0.227
H 1.327 1.591 2.020 0.248
```

## Properties
HOMO energy (alpha / beta) = -0.4901 / -0.4904 Eh
molecular weight = 118.14 u
orbital gap (alpha / beta) = 6.69 / 6.70 eV
E_tot = -593.96403 Ha
relative energy (zero: lowest compared OMol25 entry of this formula, charge and spin) = 486.2 kJ/mol
charge = +1
max |F| = 4.48 eV Å⁻¹


No. 7
The following is a DFT calculation (ωB97M-V/def2-TZVPD) of a gas-phase ion, C5H13NS (charge -1).

The geometry in XYZ format:
```
20
Properties=species:S:1:pos:R:3:nbo_charge:R:1
C -1.345 -0.388 0.782 -0.486
C -2.029 0.998 0.311 -0.668
S -1.527 1.315 -1.481 -0.633
C -0.025 -0.973 0.330 -0.278
N 1.087 -0.886 1.315 -0.624
C 2.520 -1.151 0.792 -0.237
C 2.624 -0.345 -0.499 -0.649
H -1.305 -0.232 1.917 0.204
H -2.166 -1.198 0.681 0.190
H -1.473 1.849 0.834 0.183
H -3.069 0.884 0.555 0.196
H -0.622 2.222 -1.062 0.085
H 0.134 -0.516 -0.695 0.229
H -0.144 -1.996 0.240 0.164
H 1.009 -1.712 1.937 0.336
H 2.920 -2.195 0.642 0.160
H 3.155 -0.743 1.652 0.186
H 2.244 0.744 -0.245 0.217
H 2.030 -0.658 -1.371 0.223
H 3.638 -0.136 -0.899 0.201
```

## Properties
HOMO energy (alpha / beta) = 0.0463 / -0.1829 Eh
molecular weight = 119.23 u
orbital gap (alpha / beta) = 2.18 / 8.36 eV
E_tot = -651.11669 Ha
2S+1 = 2
relative energy (zero: lowest compared OMol25 entry of this formula, charge and spin) = 169.7 kJ/mol
charge = -1
max |F| = 3.96 eV Å⁻¹


No. 8
The following is a DFT calculation (ωB97M-V/def2-TZVPD) of C5H13NS in the gas phase.

The geometry in XYZ format:
```
20
Properties=species:S:1:pos:R:3:nbo_charge:R:1
C 0.091 -1.199 0.940 -0.430
C -0.952 -1.221 -0.233 -0.463
S -2.274 0.110 0.151 -0.092
C 0.945 0.083 0.956 -0.230
N 0.983 0.583 -0.419 -0.457
C 1.416 1.945 -0.405 -0.410
C 1.917 -0.334 -1.181 -0.442
H 0.740 -2.033 0.776 0.197
H -0.484 -1.472 1.902 0.220
H -0.630 -0.978 -1.266 0.233
H -1.387 -2.243 -0.282 0.212
H -2.904 -0.505 1.166 0.115
H 1.981 -0.115 1.362 0.172
H 0.525 0.824 1.601 0.208
H 1.736 2.262 -1.442 0.204
H 0.784 2.729 0.115 0.213
H 2.323 1.991 0.249 0.151
H 1.909 -1.335 -0.693 0.201
H 1.433 -0.641 -2.073 0.199
H 2.965 0.034 -1.359 0.200
```

## Properties
HOMO energy = -0.3160 Eh
molecular weight = 119.23 u
structure (SMILES) = CN(C)CCCS
orbital gap = 9.58 eV
E_tot = -651.18627 Ha
relative energy (zero: lowest compared OMol25 entry of this formula, charge and spin) = 151.5 kJ/mol
max |F| = 2.42 eV Å⁻¹


No. 9
The following is a DFT calculation (ωB97M-V/def2-TZVPD) of C5H13NS2 in the gas phase.

The geometry in XYZ format:
```
21
Properties=species:S:1:pos:R:3:nbo_charge:R:1
S 3.947 -1.207 0.987 -0.177
S 2.807 0.511 1.018 0.114
C 1.156 -0.083 1.345 -0.578
C 0.302 -0.378 0.080 -0.057
C 0.194 -1.957 -0.134 -0.606
N -1.032 0.182 0.116 -0.643
C -1.220 1.420 -0.677 -0.217
C -2.620 1.355 -1.326 -0.613
H 5.167 -0.918 1.384 0.143
H 0.642 0.798 1.763 0.230
H 1.106 -0.852 2.114 0.236
H 0.863 -0.146 -0.821 0.203
H -0.187 -2.427 0.762 0.200
H 1.173 -2.296 -0.473 0.203
H -0.474 -2.006 -0.989 0.215
H -1.286 0.322 1.089 0.358
H -0.500 1.547 -1.474 0.198
H -1.202 2.275 -0.002 0.171
H -2.901 2.294 -1.805 0.204
H -2.533 0.681 -2.209 0.200
H -3.403 0.883 -0.750 0.216
```

## Properties
HOMO energy = -0.3010 Eh
molecular weight = 151.30 u
structure (SMILES) = CCN[C@H](C)CSS
orbital gap = 8.74 eV
E_tot = -1049.38876 Ha
relative energy (zero: lowest compared OMol25 entry of this formula, charge and spin) = 126.1 kJ/mol
max |F| = 3.14 eV Å⁻¹


No. 10
The following is a DFT calculation (ωB97M-V/def2-TZVPD) of 2 unconnected molecules or ions with the total composition C5H13O2.

The geometry in XYZ format:
```
20
Properties=species:S:1:pos:R:3:nbo_charge:R:1
C -0.846 -0.632 1.268 -0.004
O 0.369 -0.656 1.829 -0.908
C -0.758 0.295 -0.095 -0.427
C -0.103 -0.431 -1.278 -0.258
C 0.702 0.650 -1.970 -0.581
C -0.993 -1.089 -2.311 -0.603
H -1.179 -1.626 1.077 0.112
H -1.618 -0.071 1.847 0.086
H -0.093 1.142 0.247 0.203
H -1.588 0.814 -0.429 0.166
H 0.627 -1.178 -0.949 0.206
H 0.437 0.753 -3.071 0.168
H 0.593 1.643 -1.622 0.201
H 1.785 0.402 -1.873 0.200
H -2.046 -1.030 -2.181 0.197
H -0.820 -2.141 -2.244 0.199
H -0.848 -0.763 -3.331 0.187
H 1.996 1.702 1.930 0.423
H 0.905 0.631 2.129 0.491
O 1.362 1.527 2.519 -1.057
```

## Properties
HOMO energy = -0.1171 Eh
molecular weight = 105.16 u
orbital gap = 6.96 eV
E_tot = -348.74861 Ha
relative energy (zero: lowest compared OMol25 entry of this formula, charge and spin) = 134.6 kJ/mol
charge = -1
max |F| = 5.29 eV Å⁻¹


No. 11
The following is a DFT calculation (ωB97M-V/def2-TZVPD) of 2 unconnected molecules or ions with the total composition C5H13O2.

The geometry in XYZ format:
```
20
Properties=species:S:1:pos:R:3:nbo_charge:R:1
C -1.285 0.087 1.155 -0.017
O -1.542 -1.049 1.845 -0.914
C 0.111 0.120 0.377 -0.449
C -0.036 0.339 -1.131 -0.233
C -0.137 -1.031 -1.794 -0.603
C 1.175 1.111 -1.675 -0.596
H -2.038 0.238 0.354 0.094
H -1.222 1.019 1.769 0.086
H 0.640 -0.793 0.680 0.211
H 0.779 0.863 0.846 0.168
H -0.898 0.981 -1.232 0.192
H 0.838 -1.520 -1.697 0.192
H -0.810 -1.674 -1.246 0.229
H -0.407 -0.993 -2.854 0.182
H 1.355 1.949 -1.023 0.199
H 1.048 1.591 -2.657 0.183
H 2.077 0.504 -1.731 0.191
H 0.671 -0.037 3.342 0.429
H -0.538 -0.896 2.970 0.497
O 0.219 -0.810 3.702 -1.043
```

## Properties
HOMO energy = -0.1171 Eh
molecular weight = 105.16 u
orbital gap = 6.91 eV
E_tot = -348.78243 Ha
relative energy (zero: lowest compared OMol25 entry of this formula, charge and spin) = 45.8 kJ/mol
charge = -1
max |F| = 1.60 eV Å⁻¹


No. 12
The following is a DFT calculation (ωB97M-V/def2-TZVPD) of 2 unconnected molecules or ions with the total composition C5H13O2.

The geometry in XYZ format:
```
20
Properties=species:S:1:pos:R:3:nbo_charge:R:1
C -0.877 0.867 1.605 0.014
O -0.613 2.081 2.087 -0.952
C -0.363 0.682 0.132 -0.467
C -0.682 -0.657 -0.537 -0.408
C 0.442 -1.692 -0.430 -0.385
C 0.833 -2.039 1.004 -0.612
H -1.977 0.640 1.536 0.050
H -0.450 0.023 2.207 0.062
H -0.867 1.521 -0.357 0.193
H 0.722 0.845 0.139 0.182
H -1.597 -1.113 -0.127 0.190
H -0.864 -0.484 -1.598 0.172
H 0.181 -2.615 -0.951 0.179
H 1.331 -1.285 -0.938 0.172
H -0.055 -2.327 1.561 0.202
H 1.519 -2.880 1.014 0.184
H 1.304 -1.207 1.543 0.223
H 1.086 -0.077 -2.885 0.468
H 0.332 1.197 -2.583 0.483
O 1.017 0.852 -3.174 -0.949
```

## Properties
HOMO energy = -0.0836 Eh
molecular weight = 105.16 u
orbital gap = 5.91 eV
E_tot = -348.76515 Ha
relative energy (zero: lowest compared OMol25 entry of this formula, charge and spin) = 91.2 kJ/mol
charge = -1
max |F| = 0.70 eV Å⁻¹